*i*
# C2H9O3

A 3-piece molecular cluster, C2H9O3 overall (wB97M-V/def2-TZVPD, the Open Molecules 2025 dataset).

CARTESIAN COORDINATES (ANGSTROEM)
O -1.05 -1.96 1.07
O -0.10 -0.24 -0.71
O -2.30 0.33 -1.77
C 1.70 0.46 0.77
C 0.58 0.85 -0.25
H 1.10 1.41 -1.07
H 1.26 -0.23 1.48
H 2.13 1.34 1.27
H -0.82 -2.80 0.66
H -2.85 0.43 -0.97
H -1.35 0.13 -1.31
H 2.47 -0.05 0.20
H -0.06 1.63 0.25
H -0.70 -1.30 0.38

Summary:
**Charge**: -1
**E_LUMO**: 4.40 eV
**HOMO-LUMO gap**: 8.5 eV



*ii*
# C2H9O3

A 3-piece molecular cluster, C2H9O3 overall (wB97M-V/def2-TZVPD, the Open Molecules 2025 dataset).

CARTESIAN COORDINATES (ANGSTROEM)
O -0.47 -0.59 0.78
O -0.58 1.88 0.95
O -2.44 -0.09 -0.88
C 0.41 -1.07 -0.17
C 1.65 -0.18 -0.33
H 2.41 -0.66 -0.95
H 0.86 -2.01 0.20
H -0.07 -1.29 -1.13
H 1.39 0.75 -0.84
H -2.86 0.76 -0.76
H -0.42 0.83 0.78
H 2.05 0.06 0.65
H -1.92 -0.31 -0.04
H -0.02 1.92 1.74

Summary:
**Charge**: -1
**E_LUMO**: 4.45 eV
**HOMO-LUMO gap**: 8.2 eV



Most favorable first, least favorable last: *i*, *ii*



*i*
# C25H28AsN7O6S7TeW

C25H28AsN7O6S7TeW as an isolated structure (wB97M-V/def2-TZVPD, the Open Molecules 2025 dataset).

CARTESIAN COORDINATES (ANGSTROEM)
W 0.15 -0.95 1.28
Te 0.25 1.87 0.01
As 2.32 -1.50 0.06
S -2.12 -1.09 2.59
S 0.71 -3.51 -2.37
S -1.68 -3.44 0.16
S 2.30 0.94 0.89
S 4.04 -1.89 -0.94
S 2.20 -2.30 2.04
S -0.34 -0.13 -1.08
O -0.58 -2.72 -2.10
O -0.26 -2.82 0.73
O -2.06 -1.09 1.05
O -0.69 -1.70 3.00
O -1.39 -4.82 -0.22
O -0.58 0.61 1.95
N 1.19 0.09 6.08
N -4.51 1.93 0.72
N -2.59 2.11 -0.33
N 0.36 -0.91 7.95
N 1.44 0.00 3.60
N 0.85 -1.48 -3.96
N -0.06 -1.90 5.90
C 1.35 -0.64 -4.90
C 2.25 2.52 -2.43
C 2.79 1.12 -2.47
C 2.85 3.44 -3.28
C -2.48 -3.70 1.86
C -3.50 1.47 -1.15
C 2.84 -2.78 -3.98
C 1.32 0.04 4.75
C 1.52 -2.56 -3.50
C -3.81 -4.35 4.24
C 2.57 -0.86 -5.43
C -0.49 4.78 -0.97
C -2.78 -5.01 2.17
C 0.52 -0.90 6.60
C 0.70 4.26 -1.74
C 3.13 5.73 -4.27
C -4.69 1.35 -0.51
C -2.86 -2.70 2.78
C 1.17 2.93 -1.63
C 2.43 4.76 -3.37
C 1.34 5.14 -2.61
C -3.23 2.37 0.78
C -3.51 -3.02 3.96
C -3.43 -5.34 3.36
C 3.34 -1.95 -4.93
H 4.35 -2.10 -5.30
H 3.43 -3.57 -3.54
H 0.72 0.20 -5.16
H 4.17 5.85 -3.98
H -5.62 0.91 -0.81
H -0.24 4.97 0.07
H 3.12 5.38 -5.31
H -1.32 4.07 -0.99
H -4.32 -4.61 5.16
H 3.53 0.95 -1.69
H -3.65 -6.37 3.58
H -2.48 -5.78 1.46
H 3.69 3.11 -3.88
H 2.00 0.38 -2.33
H 0.96 6.16 -2.69
H 3.27 0.93 -3.43
H -0.02 -1.89 4.89
H -2.81 2.86 1.65
H -0.54 -2.66 6.36
H -5.20 2.01 1.45
H -3.77 -2.23 4.66
H 0.03 -1.73 8.43
H 2.66 6.71 -4.25
H -0.03 -1.32 -3.47
H -0.83 5.71 -1.41
H 0.90 -0.24 8.47
H 2.95 -0.21 -6.20
H -3.22 1.12 -2.12

Summary:
**Charge**: 0
**E_LUMO**: -0.88 eV
**HOMO-LUMO gap**: 6.1 eV



*ii*
# C25H28AsN7O6S7TeW

C25H28AsN7O6S7TeW as an isolated structure (wB97M-V/def2-TZVPD, the Open Molecules 2025 dataset).

CARTESIAN COORDINATES (ANGSTROEM)
W 1.32 0.28 -1.24
Te -1.57 -1.54 -0.03
As 3.48 -0.50 -0.48
S 0.68 -1.12 0.67
S 1.84 1.84 1.20
S -1.06 -0.54 -3.30
S 1.13 1.87 -3.31
S 4.71 -1.86 -1.62
S 3.34 1.57 -1.64
S 4.97 -0.33 1.09
O 0.74 2.09 -1.89
O 1.99 2.86 -3.86
O -0.20 -1.21 -4.23
O 1.60 0.48 -3.32
O -0.32 -0.17 -2.05
O -2.29 -1.19 -2.97
N 1.62 -1.86 -2.22
N 0.18 4.17 2.36
N -1.57 2.94 1.42
N 2.10 -3.23 -3.88
N 4.36 2.68 1.09
N -0.51 1.32 -0.04
N -2.04 4.59 2.90
C -2.65 1.23 -4.64
C -4.25 -5.13 4.60
C -3.53 -4.21 3.67
C -3.94 -2.90 3.44
C -1.41 1.04 -4.06
C -2.88 2.38 -5.38
C -2.40 -4.65 3.00
C -0.94 2.14 0.68
C 4.60 3.22 3.73
C 3.43 2.69 3.25
C -0.54 -4.43 1.37
C -1.75 -3.87 2.05
C 1.21 -3.89 -3.09
C -3.31 -2.10 2.50
C 0.93 -3.04 -2.06
C -1.12 3.88 2.23
C -0.41 1.98 -4.21
C 2.34 -2.04 -3.33
C -3.80 -0.69 2.32
C 3.31 2.42 1.88
C -1.86 3.30 -5.58
C -2.24 -2.60 1.76
C 5.66 3.50 2.86
C 5.51 3.18 1.54
C -0.63 3.11 -4.98
H 4.71 3.42 4.79
H 6.30 3.30 0.81
H 2.61 2.43 3.90
H -3.59 -5.47 5.39
H 4.30 2.37 0.10
H 3.03 -1.33 -3.75
H 0.85 -4.87 -3.30
H -2.96 -0.02 2.15
H 0.29 -3.22 -1.21
H -5.12 -4.65 5.05
H 6.58 3.93 3.22
H 0.49 4.85 3.04
H -4.35 -0.37 3.20
H -4.59 -6.01 4.05
H -2.02 -5.65 3.20
H -3.85 2.54 -5.82
H 0.18 -3.65 1.13
H -0.83 -4.97 0.47
H -1.77 5.27 3.59
H -3.00 4.32 2.81
H -4.47 -0.63 1.45
H -3.39 0.47 -4.47
H -2.04 4.18 -6.19
H 2.56 -3.59 -4.70
H 0.19 3.80 -5.11
H -0.04 -5.14 2.04
H -4.77 -2.51 4.00
H 0.86 3.51 1.98

Summary:
**Charge**: 0
**E_LUMO**: -1.48 eV
**HOMO-LUMO gap**: 4.6 eV



Most favorable first, least favorable last: *i*, *ii*